Entry 1:
This record from the Open Molecules 2025 dataset describes a 13-piece molecular cluster, C14H54N10O13 overall. The level of theory is ωB97M-V with the def2-TZVPD basis set.

The HOMO-LUMO gap is 8.31 eV. As for the spin multiplicity: 1. Its largest force on an atom is 8.8 eV/A. The lowest unoccupied orbital energy comes out at -0.2711 eV.

CARTESIAN COORDINATES (ANGSTROEM)
1 C 4.367 1.658 -2.333
2 C 3.475 0.515 -2.733
3 O 2.521 0.911 -3.682
4 H 5.051 1.343 -1.555
5 H 3.748 2.505 -1.929
6 H 5.083 2.048 -3.014
7 H 2.818 0.320 -1.876
8 H 3.977 -0.411 -3.070
9 H 1.699 0.376 -3.715
10 C 1.253 -2.766 -3.757
11 O 2.481 -3.099 -4.278
12 N 0.558 -3.586 -3.068
13 N 0.728 -1.551 -4.136
14 H 0.806 -4.584 -2.963
15 H -0.289 -3.302 -2.551
16 H 1.177 -1.153 -4.948
17 H -0.208 -1.146 -4.023
18 C -4.033 1.732 -1.389
19 O -3.232 0.651 -1.475
20 N -4.500 2.247 -0.324
21 N -4.215 2.523 -2.420
22 H -4.487 1.634 0.511
23 H -5.374 2.810 -0.414
24 H -4.024 2.050 -3.384
25 H -5.102 3.110 -2.455
26 C -1.202 -0.064 5.220
27 O -0.451 0.374 6.303
28 N -0.827 -0.189 3.946
29 N -2.396 -0.463 5.494
30 H 0.164 0.055 3.829
31 H -1.358 -0.666 3.167
32 H -2.680 -0.072 6.374
33 H -3.122 -0.719 4.746
34 C 0.114 -0.350 -0.007
35 O 0.942 -0.618 1.080
36 N -0.996 0.280 0.158
37 N 0.240 -0.867 -1.191
38 H -0.961 0.742 1.029
39 H -1.678 0.486 -0.607
40 H 1.028 -1.410 -1.266
41 H 0.050 -0.352 -2.120
42 C -3.460 -0.512 2.316
43 O -3.988 0.546 1.594
44 N -4.015 -1.055 3.360
45 N -2.324 -1.070 2.023
46 H -5.055 -0.916 3.366
47 H -3.725 -1.949 3.675
48 H -1.825 -0.615 1.175
49 H -2.264 -2.097 2.016
50 C 2.334 -0.163 4.857
51 O 1.968 -0.949 3.778
52 H 3.421 -0.171 5.025
53 H 1.758 -0.565 5.673
54 H 2.029 0.873 4.567
55 H 2.808 -1.216 3.347
56 C 3.657 0.616 1.389
57 O 3.717 -0.772 1.600
58 H 4.445 1.186 1.865
59 H 2.755 0.958 1.829
60 H 3.597 0.854 0.330
61 H 3.020 -1.265 1.143
62 C -0.273 2.624 2.234
63 O -1.483 1.943 2.341
64 H 0.561 2.002 2.042
65 H 0.090 3.085 3.182
66 H -0.358 3.561 1.695
67 H -1.304 1.196 2.921
68 C 1.246 2.899 -1.030
69 O 1.442 3.838 -0.003
70 H 1.486 3.322 -2.001
71 H 0.234 2.564 -1.108
72 H 1.836 1.993 -0.816
73 H 0.786 4.505 -0.025
74 C -2.866 -2.404 -1.331
75 O -1.668 -2.674 -1.885
76 H -2.621 -1.858 -0.511
77 H -3.427 -3.354 -1.143
78 H -3.602 -1.697 -1.774
79 H -1.188 -1.930 -1.548
80 C -0.550 1.368 -4.093
81 O -1.070 0.234 -3.483
82 H 0.288 1.731 -3.558
83 H -1.315 2.164 -4.164
84 H -0.247 1.184 -5.180
85 H -1.932 0.479 -3.138
86 C 2.378 -3.461 -0.552
87 O 2.882 -2.197 -0.915
88 H 1.314 -3.553 -0.221
89 H 2.917 -3.794 0.401
90 H 2.608 -4.178 -1.265
91 H 3.840 -2.313 -1.171

---

Entry 2:
This record from the Open Molecules 2025 dataset describes C27H18BeCl5NO2P as an isolated structure. The level of theory is ωB97M-V with the def2-TZVPD basis set.

The HOMO-LUMO gap is 7.98 eV. As for the spin multiplicity: 1. Its largest force on an atom is 1.0 eV/A. The total charge is +1. The lowest unoccupied orbital energy comes out at -2.8384 eV.

CARTESIAN COORDINATES (ANGSTROEM)
1 Be -1.123 0.718 1.354
2 Cl -0.392 6.600 -2.311
3 C -0.557 5.139 -1.423
4 C 0.409 4.665 -0.493
5 C 1.843 3.511 1.908
6 C -0.071 3.490 0.014
7 O 0.067 1.616 1.858
8 C -1.357 3.179 -0.576
9 C -2.303 2.199 -0.379
10 O -2.250 1.184 0.393
11 C -1.607 4.270 -1.480
12 H 1.333 5.152 -0.223
13 H 2.781 3.641 2.401
14 H -3.218 2.289 -0.966
15 H -2.499 4.371 -2.078
16 Cl 1.017 2.645 1.115
17 C 1.880 1.407 -0.031
18 C 2.981 2.017 -0.598
19 C 3.922 1.249 -1.265
20 C 3.765 -0.129 -1.321
21 C 2.634 -0.717 -0.781
22 C 1.641 0.041 -0.150
23 P 0.027 -0.752 0.152
24 C 0.423 -2.416 0.739
25 C 0.368 -3.541 -0.078
26 C 0.684 -4.789 0.443
27 C 1.057 -4.914 1.773
28 C 1.112 -3.793 2.592
29 C 0.789 -2.548 2.080
30 C -0.693 -0.926 -1.502
31 C -1.975 -1.478 -1.563
32 C -2.622 -1.610 -2.779
33 C -2.004 -1.169 -3.943
34 C -0.742 -0.600 -3.886
35 C -0.083 -0.480 -2.669
36 H 3.123 3.086 -0.489
37 H 4.783 1.724 -1.715
38 H 4.513 -0.745 -1.800
39 H 2.494 -1.788 -0.868
40 H 0.078 -3.446 -1.117
41 H 0.641 -5.662 -0.193
42 H 1.304 -5.888 2.175
43 H 1.405 -3.892 3.629
44 H 0.834 -1.672 2.719
45 H -2.470 -1.805 -0.654
46 H -3.610 -2.047 -2.819
47 H -2.512 -1.265 -4.894
48 H -0.263 -0.248 -4.790
49 H 0.901 -0.031 -2.641
50 Cl -4.036 -2.382 4.283
51 C -2.915 -1.149 4.856
52 Cl -1.607 -1.865 5.798
53 Cl -3.749 0.105 5.765
54 C -2.309 -0.518 3.672
55 N -1.840 -0.029 2.756

---

Entry 3:
This record from the Open Molecules 2025 dataset describes the molecule C19H22N2O4. The level of theory is ωB97M-V with the def2-TZVPD basis set.

The HOMO-LUMO gap is 9.10 eV. As for the spin multiplicity: 1. Its largest force on an atom is 0.7 eV/A. Its SMILES is Cc1cc(C)c(OCC(=O)OCCNC(=O)c2cccnc2)c(C)c1. The lowest unoccupied orbital energy comes out at 0.5605 eV.

CARTESIAN COORDINATES (ANGSTROEM)
1 C 0.852 0.499 3.203
2 C -0.203 0.752 2.171
3 C -0.931 -0.282 1.607
4 C -1.936 -0.064 0.668
5 C -2.201 1.249 0.275
6 C -1.470 2.310 0.827
7 C -0.488 2.049 1.763
8 H 0.068 2.871 2.190
9 C -1.777 3.709 0.392
10 H -1.090 4.416 0.850
11 H -1.701 3.786 -0.691
12 H -2.796 3.973 0.669
13 O -3.215 1.640 -0.581
14 C -3.418 1.005 -1.813
15 C -2.172 0.674 -2.621
16 O -2.210 0.025 -3.635
17 O -1.065 1.179 -2.086
18 C 0.168 0.926 -2.760
19 H 0.884 1.610 -2.304
20 C 0.627 -0.525 -2.608
21 N 0.974 -0.882 -1.255
22 C 2.273 -1.014 -0.884
23 O 3.201 -0.816 -1.641
24 C 2.474 -1.489 0.514
25 C 1.684 -2.483 1.082
26 C 1.988 -2.930 2.357
27 C 3.073 -2.365 3.013
28 N 3.835 -1.426 2.478
29 C 3.549 -1.008 1.261
30 H 4.199 -0.250 0.846
31 H 3.352 -2.683 4.009
32 H 1.404 -3.706 2.828
33 H 0.868 -2.921 0.524
34 H 0.250 -0.860 -0.551
35 H -0.158 -1.192 -2.976
36 H 1.530 -0.664 -3.208
37 H 0.046 1.151 -3.824
38 H -4.014 0.086 -1.731
39 H -4.005 1.717 -2.408
40 C -2.710 -1.247 0.152
41 H -2.477 -1.459 -0.892
42 H -3.781 -1.071 0.238
43 H -2.467 -2.132 0.737
44 H -0.736 -1.296 1.930
45 H 1.843 0.686 2.790
46 H 0.818 -0.529 3.555
47 H 0.716 1.164 4.053